The following is a quantum chemistry calculation of an isolated molecule of C3H3NS2 at a distorted geometry, from the Open Molecules 2025 dataset.

Geometry as XYZ:
```
9
C3H3NS2 (ωB97M-V/def2-TZVPD)
C -1.66748 0.56400 -1.29525
C -0.98890 -0.59887 -1.26840
C 1.23363 0.16420 0.49933
N -2.35494 1.56169 -1.38339
S -0.70294 -1.47627 1.67479
S 0.18069 -1.26380 -0.12314
H 2.29770 0.01312 0.22853
H 1.27001 0.01123 1.59018
H 0.73222 1.02470 0.07734
```

* multiplicity: 1
* SMILES: CS(=S)#CC#N
* E_HOMO (spin up / spin down): -8.90 / -8.96 eV
* total energy: -26314.42300 eV

Löwdin population analysis, charges in e, atoms 1 to 5: -0.33, -0.24, -0.32, 0.19, 0.14